(1)
56
Properties=species:S:1:pos:R:3 method="wB97M-V/def2-TZVPD" charge=-1 gap_ev="2.74 / 6.26" s2=0.753 spin_multiplicity=2 mol_weight_g_mol=349.33
O -2.659 1.540 2.157
O -3.193 -2.432 0.863
O 2.799 1.726 0.320
O -4.348 -0.220 1.444
O -2.263 3.132 -0.332
O 1.413 3.483 -1.439
O -1.848 -1.301 3.098
O -1.195 -2.322 -0.983
O -0.688 -0.109 1.497
O -4.532 0.711 -1.200
O 5.149 0.323 -0.789
O -1.836 -1.957 -3.374
O 1.205 1.973 2.473
O 2.019 -0.550 2.205
O 0.495 -0.393 -4.166
N 1.642 -0.813 -2.354
C 1.956 -0.402 -0.982
C 0.652 -0.100 -3.018
C 3.054 -1.913 0.684
C 3.131 -0.807 1.625
C 1.802 -1.728 -0.236
H -1.335 2.769 -0.469
H 0.812 -1.918 0.296
H -1.711 -1.297 -4.016
H 2.931 -2.893 1.178
H 2.332 3.412 -1.890
H -1.897 0.921 2.395
H -2.493 -0.765 2.555
H -3.607 -1.541 0.853
H -1.143 -1.783 -1.723
H -3.774 0.504 1.782
H 1.923 2.134 3.126
H -3.989 -2.923 1.240
H -4.336 1.568 -1.675
H -4.928 0.180 0.789
H 0.447 1.403 2.391
H 0.029 -0.131 0.914
H 3.053 -0.104 -0.938
H -1.979 -2.177 -0.490
H -1.830 -2.759 -3.856
H -0.020 0.714 -2.552
H 2.032 -2.579 -0.943
H -2.387 3.920 0.142
H 1.370 0.352 -0.529
H -0.252 -0.685 2.189
H 2.450 -1.178 -2.850
H 4.079 -1.994 0.029
H 2.947 2.621 0.228
H 3.805 -0.070 1.525
H -2.097 -2.137 2.608
H -2.465 2.086 1.438
H -3.754 0.231 -0.989
H 1.406 3.261 -0.510
H 5.070 0.426 0.165
H 4.413 1.025 -1.078
H 2.146 1.569 1.173

(2)
56
Properties=species:S:1:pos:R:3 method="wB97M-V/def2-TZVPD" charge=-1 gap_ev="3.07 / 6.29" s2=0.753 spin_multiplicity=2 mol_weight_g_mol=349.33
O -4.438 0.750 -1.248
O -3.286 -2.513 0.848
O 1.224 2.058 2.478
O -4.401 -0.177 1.418
O -1.841 -1.994 -3.500
O 1.251 3.568 -1.390
O 2.016 -0.576 2.306
O 5.121 0.439 -0.844
O -1.902 -1.370 3.341
O 0.467 -0.389 -4.281
O -2.052 3.073 -0.381
O -1.188 -2.408 -1.026
O -0.651 -0.095 1.579
O 2.758 1.800 0.347
O -2.619 1.582 2.190
N 1.602 -0.780 -2.423
C 3.138 -0.870 1.700
C 1.924 -0.430 -1.018
C 3.055 -1.979 0.699
C 1.823 -1.782 -0.252
C 0.636 -0.117 -3.091
H -2.123 -2.199 2.882
H 0.104 -0.127 0.971
H 2.173 1.647 1.134
H 2.919 -2.964 1.175
H 2.891 2.746 0.265
H 2.397 -1.107 -2.945
H -2.530 -0.859 2.810
H 0.466 1.468 2.423
H -4.186 1.566 -1.686
H 3.888 -0.092 1.598
H 1.300 3.312 -0.468
H 3.984 -2.045 0.114
H 1.301 0.317 -0.551
H -1.711 -1.295 -4.152
H -0.011 0.635 -2.618
H -0.235 -0.644 2.272
H 2.105 3.514 -1.822
H -3.671 -1.593 0.844
H 5.061 0.522 0.118
H -3.663 0.232 -1.017
H 2.966 -0.106 -0.979
H 1.892 2.164 3.148
H 2.043 -2.596 -0.953
H -1.144 -1.839 -1.802
H -2.131 3.918 0.059
H 0.884 -1.975 0.251
H -2.001 -2.268 -0.519
H -4.937 0.246 0.736
H -1.160 2.722 -0.463
H -2.365 2.112 1.425
H -1.888 0.986 2.440
H -4.059 -2.986 1.179
H 4.432 1.067 -1.085
H -1.825 -2.808 -4.008
H -3.801 0.541 1.770

Name the least stable of them. (1).